1.
A 2-piece molecular cluster, C6H9NO overall in a non-equilibrium geometry. Source: the Open Molecules 2025 dataset; level of theory: ωB97M-V with the def2-TZVPD basis set.

Computed properties:
2S+1 = 1
LUMO level = 0.72 eV
energy above the lowest of the compared OMol25 structures with the same formula, charge and spin = 175.0 kJ/mol
molar mass = 111.144 g mol⁻¹
total charge = 0
HOMO = -0.3589 Ha
E_tot = -9903.791 eV
orbital gap = 10.49 eV

```
17
Properties=species:S:1:pos:R:3:mulliken_charge:R:1
C 3.3238 0.0995 -0.0243 -0.355
C 2.6847 -1.0956 -0.0054 -0.187
C 1.2970 -1.1405 -0.0785 -0.273
N 0.4307 -0.0935 -0.2412 -0.370
C 1.0250 1.0462 -0.1158 -0.110
C 2.4001 1.1585 -0.1020 -0.310
H 4.4006 0.0621 -0.2276 0.348
H 3.1839 -2.0871 -0.0148 0.294
H 0.9004 -2.1058 -0.2254 0.354
H 0.5109 2.0041 -0.0817 0.328
H 2.7829 2.1684 -0.1540 0.284
C -4.0582 -0.0175 0.4971 -0.444
O -3.5731 -0.1015 -0.8424 -0.474
H -5.1081 -0.2062 0.3380 0.210
H -3.5724 -0.6998 1.1924 0.241
H -3.9535 1.1381 0.8836 0.181
H -2.6748 -0.1294 -0.7982 0.284
```

=====

2.
A 2-piece molecular cluster, C40H58BN2O overall in a non-equilibrium geometry. Source: the Open Molecules 2025 dataset; level of theory: ωB97M-V with the def2-TZVPD basis set.

Computed properties:
2S+1 = 1
LUMO level = -5.48 eV
molar mass = 593.729 g mol⁻¹
total charge = +1
HOMO = -0.3694 Ha
E_tot = -48115.783 eV
orbital gap = 4.57 eV

```
102
Properties=species:S:1:pos:R:3:mulliken_charge:R:1
C 0.4078 -0.4415 -6.8406 -0.679
O -0.9281 -0.1469 -6.3851 -0.267
C -1.7708 -1.0917 -6.0205 0.037
C -3.1331 -0.9624 -6.4293 0.704
C -3.9163 -2.1322 -6.6071 -0.677
C -5.2647 -2.0109 -6.8924 -0.566
C -5.8553 -0.7461 -7.0313 0.976
C -7.3399 -0.6139 -7.1964 -1.349
C -5.0449 0.3970 -7.0271 -0.611
C -3.6941 0.3130 -6.7509 -0.534
H 0.8468 0.5421 -7.0204 0.267
H 0.9778 -0.9731 -6.0675 0.299
H 0.3738 -1.0266 -7.7668 0.375
H -1.3686 -2.0575 -5.7007 0.381
H -3.4273 -3.1011 -6.4857 0.397
H -5.8996 -2.8858 -7.0129 0.432
H -7.5998 0.4450 -7.3092 0.348
H -7.7224 -1.1624 -8.0678 0.353
H -7.8467 -1.0078 -6.3046 0.336
H -5.5107 1.3603 -7.2503 0.305
H -3.0534 1.1955 -6.7346 0.465
C 3.7408 -1.0917 3.2594 -1.815
C 3.3857 -0.8889 4.7182 2.688
C 4.1288 -2.0198 5.4495 -2.114
C 3.9710 0.4173 5.2621 -1.530
C 1.8421 -0.9650 4.9785 0.021
C 1.5105 -1.5945 6.1789 -0.696
C 0.2099 -1.9509 6.5101 -1.574
C -0.8163 -1.4638 5.7225 -1.184
C -0.5506 -0.5668 4.6750 0.611
C -1.8101 0.2475 4.2848 2.515
C -1.5288 1.4012 3.3500 -1.221
C -2.4256 0.8792 5.5419 -1.870
C -2.8349 -0.7210 3.6814 -1.684
C 0.7686 -0.4593 4.1532 0.051
N 1.0471 0.2130 2.8843 1.704
C 0.6428 -0.0810 1.5920 -1.534
B -0.4372 -1.0070 0.9076 -0.333
H -0.5371 -0.9099 -0.4056 -0.144
N 1.3427 0.7587 0.7458 1.742
C 1.1942 0.8230 -0.6994 -0.115
C 0.5916 1.9724 -1.3041 0.120
C 0.2446 3.3161 -0.5878 2.497
C -0.7456 4.1351 -1.4198 -2.366
C 1.4889 4.1878 -0.4237 -1.488
C -0.4666 3.0947 0.7369 -1.633
C 0.2216 1.8872 -2.6503 -0.708
C 0.3151 0.7084 -3.3709 -1.145
C 0.9532 -0.3784 -2.8060 0.067
C 1.4899 -0.3087 -1.5067 0.235
C 2.3656 -1.5471 -1.1642 2.229
C 1.5162 -2.8231 -1.2482 -1.606
C 3.0267 -1.4947 0.1904 -1.864
C 3.4945 -1.6238 -2.1984 -1.767
C 2.1551 1.5854 1.5178 -1.053
C 1.8693 1.3498 2.8151 -1.473
H 3.4168 -0.2535 2.6478 0.221
H 4.8319 -1.1576 3.1408 0.535
H 3.2991 -2.0172 2.8743 0.433
H 4.1583 -1.8747 6.5344 0.496
H 3.6790 -2.9938 5.2264 0.458
H 5.1746 -2.0545 5.1169 0.449
H 3.7304 0.5220 6.3281 0.370
H 5.0651 0.4059 5.1545 0.415
H 3.5955 1.2961 4.7351 0.262
H 2.2799 -1.8813 6.8938 0.180
H 0.0080 -2.5646 7.3840 0.407
H -1.8446 -1.6921 5.9954 0.359
H -2.4669 1.9051 3.0798 0.639
H -1.0913 1.0450 2.4226 -0.286
H -0.8590 2.1393 3.8081 0.370
H -2.7129 0.1370 6.2920 0.392
H -1.7117 1.5745 5.9997 0.407
H -3.3250 1.4402 5.2622 0.442
H -3.2352 -1.3788 4.4622 0.442
H -3.6715 -0.1591 3.2438 0.410
H -2.3849 -1.3476 2.9046 0.232
H -0.1169 -2.1730 1.1905 -0.029
H -1.5803 -0.7493 1.2797 -0.195
H -1.6364 3.5438 -1.6609 0.496
H -1.0761 5.0112 -0.8490 0.438
H -0.2954 4.5149 -2.3429 0.442
H 2.2226 3.7450 0.2500 0.233
H 1.9621 4.3458 -1.4013 0.369
H 1.1978 5.1641 -0.0138 0.409
H 0.2120 2.7402 1.5093 0.238
H -0.8711 4.0469 1.1090 0.524
H -1.3000 2.3912 0.6303 0.376
H -0.1924 2.7441 -3.1741 0.316
H -0.0808 0.6602 -4.3825 0.283
H 1.0842 -1.2849 -3.3991 0.271
H 1.0460 -2.9360 -2.2319 0.324
H 2.1541 -3.6988 -1.0617 0.487
H 0.7247 -2.8054 -0.4947 0.067
H 3.7114 -0.6454 0.2863 0.323
H 2.2667 -1.4568 0.9703 -0.062
H 3.6050 -2.4141 0.3601 0.804
H 4.1050 -0.7154 -2.1380 0.420
H 4.1325 -2.4881 -1.9819 0.458
H 3.1196 -1.7214 -3.2209 0.289
H 2.9018 2.2300 1.0973 0.798
H 2.1743 1.8866 3.6945 0.732
```

=====

3.
A 19-piece molecular cluster, C50H126N12O26 overall in a non-equilibrium geometry. Source: the Open Molecules 2025 dataset; level of theory: ωB97M-V with the def2-TZVPD basis set.

Computed properties:
2S+1 = 1
LUMO level = 0.50 eV
molar mass = 1311.616 g mol⁻¹
total charge = 0
HOMO = -0.3250 Ha
E_tot = -125006.371 eV
orbital gap = 9.35 eV

```
214
Properties=species:S:1:pos:R:3:mulliken_charge:R:1
C 13.7690 9.8044 17.8210 -0.816
C 14.2930 11.2051 17.5348 0.801
O 15.6127 11.4170 18.0461 -0.180
O 13.6398 9.5715 19.2299 -0.639
H 14.4926 9.0417 17.5558 0.373
H 12.9787 9.6665 17.1445 0.355
H 13.5909 11.9720 17.9218 -0.177
H 14.5024 11.3641 16.4951 -0.170
H 15.4059 11.4896 19.0239 -0.134
H 13.5363 10.4230 19.6951 0.340
C 9.8822 16.8949 20.5570 -0.331
C 9.2206 15.8149 19.7327 -0.582
O 9.9857 14.6141 19.7512 -0.292
O 11.0600 17.4965 20.0277 0.117
H 10.0556 16.4421 21.5000 0.244
H 9.0810 17.6476 20.8216 0.367
H 9.1547 16.1614 18.6728 0.250
H 8.2293 15.5567 20.2348 0.301
H 10.4295 14.4287 18.8847 -0.247
H 10.7599 18.3551 19.5677 0.106
C 20.1402 13.9022 19.9467 -0.775
C 18.6910 13.7755 20.2944 1.254
O 18.5336 13.7202 21.7097 -0.469
O 20.7947 12.6776 20.2079 -0.567
H 20.5958 14.8182 20.3912 0.294
H 20.1287 14.0338 18.8595 0.248
H 18.3479 12.9146 19.7247 -0.155
H 18.1560 14.7014 19.9368 -0.356
H 17.7547 14.3137 21.9404 0.110
H 20.7383 12.4288 21.1350 0.347
C 12.7824 11.6737 13.0216 -0.723
C 13.2098 10.3230 13.5699 -0.556
O 14.3926 10.3117 14.3181 -0.486
O 12.8202 12.6736 14.0077 0.658
H 11.7392 11.6047 12.7181 0.426
H 13.4146 11.9941 12.1882 0.368
H 13.2588 9.6437 12.7246 0.382
H 12.4167 9.9556 14.2225 0.172
H 14.8238 11.1807 14.3175 0.394
H 13.7249 12.9283 14.2523 -0.360
C 12.2694 14.2092 22.0481 -0.461
C 13.1698 13.0922 21.6146 0.519
O 12.8224 12.6111 20.3343 -0.283
O 10.9245 13.7766 22.1957 -0.689
H 12.2504 15.0471 21.3852 0.093
H 12.7119 14.4992 23.0021 0.327
H 13.1186 12.3140 22.3633 0.440
H 14.2124 13.4192 21.5524 -0.517
H 11.8706 12.6844 20.3329 0.191
H 10.3927 14.1290 21.3992 0.388
C 14.8123 22.6472 18.8229 0.479
C 15.8301 23.3466 19.7300 -0.749
O 16.3647 22.3850 20.6212 -0.515
O 13.8587 22.1530 19.6774 -0.335
H 15.2872 21.8987 18.1977 -0.400
H 14.3131 23.3614 18.1646 0.044
H 15.2334 24.0601 20.3151 0.355
H 16.6166 23.8195 19.1459 0.376
H 16.8472 21.6745 20.1404 0.510
H 14.3925 21.8796 20.4223 0.349
C 14.3804 15.6041 17.9843 1.032
C 15.2354 14.6212 18.7682 1.453
O 16.2673 14.0802 17.9586 -0.160
O 13.9318 14.9587 16.7644 3.647
H 15.0615 16.4110 17.6354 -1.774
H 13.5277 15.8257 18.6301 0.146
H 14.5613 13.7900 19.1340 -1.078
H 15.7337 15.0828 19.7141 -0.526
H 16.2158 13.0943 18.1272 0.253
H 12.9754 14.6750 16.8391 -1.565
C 13.0096 19.3587 24.5781 -0.038
O 14.1227 19.8581 24.5200 -0.467
N 12.6313 18.3277 23.8090 0.412
C 11.3236 17.7200 23.9154 -0.470
C 13.5834 17.8190 22.7885 0.953
H 12.2612 19.7862 25.2844 0.252
H 10.7006 18.3774 24.5780 0.290
H 11.2756 16.7224 24.3922 0.273
H 10.9090 17.6456 22.9998 -0.066
H 13.5827 16.7245 22.9626 -0.200
H 13.3472 18.0603 21.7390 0.107
H 14.5963 18.1697 23.0286 -1.083
C 16.5093 10.7530 21.3198 -0.152
O 15.6345 11.5203 20.9475 -0.536
N 17.0932 10.8763 22.5086 0.334
C 18.2197 9.9768 22.9084 -0.704
C 16.6831 11.9871 23.4405 -0.750
H 16.8954 9.9950 20.7268 0.438
H 18.5326 9.4215 22.0433 0.190
H 17.9473 9.3659 23.7724 0.293
H 19.1245 10.5694 23.1602 0.274
H 17.5626 12.6673 23.5750 0.240
H 15.8244 12.5557 23.0638 -0.034
H 16.3908 11.5213 24.3497 0.464
C 11.8199 23.3168 15.4712 -0.072
O 10.9911 22.4428 15.6210 -0.570
N 13.1490 23.0902 15.3987 0.418
C 14.0225 24.2650 15.1108 -0.978
C 13.7127 21.7301 15.4396 -0.833
H 11.5727 24.3908 15.3658 0.314
H 14.7627 24.4452 15.8769 0.274
H 13.4405 25.1556 14.9546 0.350
H 14.4876 24.0490 14.1485 0.362
H 13.2480 21.1550 16.2665 -0.152
H 13.6061 21.2879 14.4213 0.514
H 14.7828 21.7058 15.6823 0.383
C 17.7916 16.2407 23.7741 -0.180
O 16.9576 15.6598 23.0765 -0.501
N 17.6101 16.9818 24.8390 0.503
C 18.7146 17.2782 25.7444 -0.989
C 16.3202 17.3030 25.2940 -0.826
H 18.8157 16.3131 23.3537 0.376
H 19.0170 18.3274 25.7426 0.315
H 19.6281 16.7338 25.4682 0.349
H 18.5324 17.0111 26.8023 0.340
H 16.2432 18.3472 25.5189 0.468
H 15.6126 17.0662 24.4684 -0.111
H 15.9015 16.6212 26.0474 0.397
C 13.7051 18.4962 15.6758 0.067
O 14.5905 18.8212 14.8235 -0.773
N 12.8069 17.5144 15.6065 0.438
C 11.7817 17.3560 16.6109 0.315
C 12.7362 16.6795 14.4024 -1.033
H 13.6658 19.0460 16.6024 0.696
H 10.8104 17.5560 16.1646 0.547
H 11.9355 17.9877 17.4881 -0.172
H 11.8406 16.3255 16.9585 -0.832
H 12.7773 15.6698 14.7873 -0.004
H 11.8264 16.8630 13.7836 0.379
H 13.6531 16.9014 13.8745 0.252
C 10.1541 14.5947 13.3141 0.636
O 9.2441 14.4220 14.1489 -0.725
N 10.1232 15.4913 12.3038 0.175
C 11.1733 15.5561 11.3365 -0.649
C 8.9883 16.3994 12.1993 -0.980
H 11.0729 14.0380 13.2748 -0.142
H 12.0863 15.1729 11.8246 0.118
H 11.3099 16.6187 11.1085 0.357
H 11.0540 15.0214 10.3679 0.244
H 8.2529 16.0886 11.4242 0.308
H 8.4962 16.5861 13.1898 0.273
H 9.4754 17.3278 11.8946 0.371
C 18.9900 19.1418 21.5890 -0.322
O 19.7007 18.4327 20.8894 -0.539
N 17.6367 19.1137 21.7081 0.936
C 17.0350 19.8817 22.7608 -0.341
C 16.8428 18.2392 20.8356 -0.820
H 19.4021 19.8600 22.3133 0.371
H 16.5676 20.7583 22.3157 -0.113
H 17.8242 20.0189 23.5001 0.515
H 16.1484 19.2941 23.2119 -0.290
H 16.0868 18.8216 20.3192 0.335
H 17.4929 17.8189 20.0806 0.095
H 16.4039 17.4479 21.4758 0.104
C 16.0361 13.8106 14.8731 1.021
O 15.6717 12.6840 14.4759 -1.131
N 16.9594 14.5294 14.2689 0.337
C 17.3854 15.7599 14.9814 -0.730
C 17.7400 14.0661 13.0966 -1.068
H 15.6157 14.2695 15.8110 -0.674
H 17.0205 16.6554 14.3841 0.299
H 18.5099 15.8226 15.0541 0.361
H 16.8904 15.6906 15.9593 0.034
H 17.2658 13.0991 12.7526 0.284
H 17.8022 14.7641 12.2589 0.347
H 18.7768 13.8840 13.3260 0.329
C 18.6196 19.8961 18.4509 -0.291
O 17.7294 20.5813 18.9389 -0.602
N 18.3489 18.9547 17.5463 0.265
C 19.4444 18.0241 17.1074 -0.680
C 17.0506 18.6016 16.9650 0.263
H 19.6419 19.9136 18.8543 0.436
H 19.6887 18.1741 16.0861 0.354
H 19.0388 16.9804 17.1838 -0.035
H 20.3079 18.1097 17.7749 0.386
H 16.6682 17.6116 17.2733 -0.418
H 16.3663 19.3954 17.2298 -0.103
H 17.1426 18.5021 15.8448 0.226
C 19.6280 8.7597 18.9311 0.103
O 19.2880 8.3538 20.0082 -0.607
N 18.8269 8.9554 17.8527 0.284
C 19.3288 9.6743 16.6643 -0.860
C 17.5279 8.3157 17.5703 -1.317
H 20.6604 9.0668 18.7679 0.361
H 19.2978 9.1151 15.7684 0.344
H 20.2561 10.1244 16.9719 0.323
H 18.5603 10.4143 16.4394 0.173
H 17.4705 7.8434 16.5625 0.321
H 17.4375 7.5468 18.3156 0.363
H 16.7312 9.0647 17.6901 0.405
C 11.3362 12.8359 16.6539 0.541
O 11.5691 13.9501 17.2539 -0.655
N 10.1699 12.2801 16.6111 0.514
C 9.9312 11.0217 15.8497 -0.763
C 9.0072 12.9469 17.2145 -1.208
H 12.1314 12.3077 16.1212 -0.644
H 10.8329 10.8504 15.2973 -0.112
H 9.2745 11.2371 15.0408 0.450
H 9.5814 10.1488 16.4222 0.335
H 8.1236 12.3826 16.9865 0.419
H 9.0998 13.0351 18.2855 0.509
H 8.9089 13.9497 16.7904 0.254
C 10.6894 20.7550 18.9994 0.572
O 10.2305 19.6727 19.0382 -0.934
N 10.0221 21.8331 18.6004 0.295
C 10.5668 23.1458 18.7562 -1.027
C 8.6135 21.7498 18.1652 -1.060
H 11.7756 20.9416 19.4493 0.073
H 10.2027 23.6352 19.6448 0.404
H 10.2909 23.7975 17.9377 0.439
H 11.6322 23.2654 18.6715 0.126
H 8.1928 20.8025 18.5511 0.337
H 8.1130 22.6031 18.6600 0.396
H 8.5090 21.8112 17.0851 0.229
```

=====

4.
C8H11BO3 in the gas phase in a non-equilibrium geometry. Source: the Open Molecules 2025 dataset; level of theory: ωB97M-V with the def2-TZVPD basis set.

Computed properties:
2S+1 = 1
LUMO level = 0.12 eV
energy above the lowest of the compared OMol25 structures with the same formula, charge and spin = 0.0 kJ/mol
molar mass = 165.985 g mol⁻¹
total charge = 0
HOMO = -0.2978 Ha
E_tot = -15292.834 eV
orbital gap = 8.23 eV

```
23
Properties=species:S:1:pos:R:3:mulliken_charge:R:1
C -0.6919 1.4766 1.3050 -1.656
C -0.4807 0.3895 0.2443 0.947
B -0.4307 1.2954 -1.2243 0.605
O -1.5938 1.7367 -1.6423 -0.539
O 0.6791 1.3907 -2.0385 -0.567
C -1.3702 -0.7827 0.1327 -1.269
C -0.8902 -1.8805 -0.4686 -0.342
C 0.5497 -2.0447 -0.7049 0.005
C 1.5123 -1.1645 -0.4187 -1.110
C 1.2261 -0.0306 0.4877 -0.093
C 1.2355 -0.5479 1.8938 -0.263
O 1.7016 -0.0588 2.8813 -0.497
H -0.8749 0.9298 2.2301 0.455
H -1.5555 2.0729 0.8775 0.412
H 0.1698 2.0375 1.5847 0.346
H -1.6247 2.4669 -2.2806 0.318
H 0.4836 1.3548 -2.9878 0.307
H -2.3439 -0.7187 0.3168 0.605
H -1.6160 -2.6785 -0.6352 0.390
H 0.9030 -2.9481 -1.3054 0.282
H 2.4308 -1.5364 -0.6871 0.540
H 1.8091 0.7648 0.3875 0.750
H 0.7717 -1.5242 2.0520 0.375
```

=====

5.
A 2-piece molecular cluster, C16H18ClF2N2O4PS overall in a non-equilibrium geometry. Source: the Open Molecules 2025 dataset; level of theory: ωB97M-V with the def2-TZVPD basis set.

Computed properties:
2S+1 = 1
LUMO level = 0.42 eV
molar mass = 438.820 g mol⁻¹
total charge = 0
HOMO = -0.3239 Ha
E_tot = -66131.682 eV
orbital gap = 9.23 eV

```
45
Properties=species:S:1:pos:R:3:mulliken_charge:R:1
C -0.8594 0.0484 3.6642 -0.092
C -1.1975 0.6696 2.6916 -0.428
C -1.2672 1.1091 1.2390 0.118
O -0.1295 1.8592 0.8259 -0.383
C 0.9171 1.0717 0.3704 0.327
F 1.4073 0.1797 1.3191 -0.334
C 0.6283 0.3517 -0.9845 -0.602
O 1.7389 0.3428 -1.8504 -0.443
C 2.6946 -0.6694 -1.5144 0.618
C 3.9441 -0.4658 -2.4085 -1.407
C 5.2043 0.0742 -1.6728 -0.718
S 5.6767 -0.7731 -0.1249 -0.196
C 5.3993 -2.5155 -0.2844 0.621
N 5.5464 -3.2175 0.7849 -0.325
N 5.2524 -4.5239 0.4588 -0.419
C 4.9632 -4.5072 -0.7897 -0.041
O 5.0497 -3.2779 -1.3530 -0.176
P 2.0457 -2.4219 -1.9025 0.067
O 0.7524 -2.2107 -2.9368 -0.418
Cl 1.2636 -3.2111 -0.1198 -0.265
H -0.5324 -0.5402 4.5052 0.405
H -2.1201 1.8062 1.1919 -0.016
H -1.5308 0.2629 0.5835 0.234
H 1.7538 1.7695 0.1599 0.286
H -0.1634 0.9393 -1.4881 0.348
H 0.1869 -0.6437 -0.7820 0.299
H 2.8905 -0.6303 -0.4250 0.436
H 4.1508 -1.3717 -3.0086 0.518
H 3.6632 0.3089 -3.1519 0.410
H 6.0504 0.0714 -2.3846 0.422
H 5.0233 1.1328 -1.4198 0.390
H 4.6776 -5.4424 -1.2681 0.424
H 0.6351 -3.0894 -3.3273 0.361
F -3.8741 1.3521 2.3899 -0.239
C -5.0088 1.8221 1.8368 0.276
C -5.0915 3.1595 1.5004 -0.243
C -6.2592 3.6417 0.9257 -0.393
C -7.3298 2.7850 0.7050 -0.487
C -7.2323 1.4441 1.0534 -0.357
C -6.0626 0.9563 1.6184 -0.490
H -4.2489 3.8132 1.6879 0.428
H -6.3342 4.6859 0.6507 0.353
H -8.2415 3.1640 0.2605 0.365
H -8.0682 0.7774 0.8851 0.356
H -5.9644 -0.0873 1.8888 0.409
```